Record 1
{
  "formula": "C31H33AlN3O11P2SSi",
  "method": "ωB97M-V with the def2-TZVPD basis set",
  "total_charge": -1,
  "species": ["Al", "O", "P", "O", "O", "O", "P", "O", "O", "O", "H", "H", "O", "C", "N", "S", "O", "O", "C", "C", "C", "C", "C", "C", "H", "H", "H", "H", "C", "C", "C", "C", "C", "C", "Si", "C", "C", "C", "C", "C", "C", "C", "C", "C", "C", "C", "C", "H", "H", "H", "H", "H", "H", "H", "H", "H", "H", "H", "H", "H", "H", "H", "C", "N", "C", "C", "C", "N", "C", "C", "O", "H", "H", "H", "H", "H", "H", "H", "H", "H", "H", "H", "H"],
  "coordinates": [[0.673, -0.783, -0.630], [2.564, 0.529, -3.959], [2.116, -0.857, -3.300], [2.019, -1.951, -4.277], [0.926, -0.460, -2.383], [3.332, -1.069, -2.262], [3.359, -2.173, -1.041], [3.258, -3.582, -1.767], [4.561, -1.958, -0.247], [1.946, -2.015, -0.406], [2.730, 0.404, -4.893], [2.369, -3.744, -2.128], [-2.467, -2.478, 0.475], [-2.088, -2.893, -0.615], [-0.926, -2.512, -1.226], [-0.712, -3.261, -2.678], [-0.924, -2.375, -3.785], [0.504, -4.025, -2.638], [-2.184, -4.245, -2.546], [-2.622, -5.161, -3.490], [-3.887, -5.688, -3.259], [-4.639, -5.314, -2.153], [-4.178, -4.396, -1.194], [-2.908, -3.874, -1.428], [-2.049, -5.414, -4.361], [-4.325, -6.398, -3.944], [-5.654, -5.698, -2.030], [-4.755, -4.097, -0.327], [2.598, 5.021, -2.146], [2.045, 5.191, -0.874], [1.758, 4.097, -0.095], [2.044, 2.804, -0.541], [2.636, 2.643, -1.791], [2.910, 3.741, -2.590], [1.811, 1.255, 0.539], [0.627, 1.878, 1.969], [0.955, 1.762, 3.325], [0.147, 2.250, 4.327], [-1.040, 2.899, 3.991], [-1.342, 3.095, 2.655], [-0.531, 2.584, 1.653], [3.469, 0.941, 1.443], [3.625, -0.280, 2.120], [4.755, -0.514, 2.896], [5.777, 0.420, 2.932], [5.632, 1.635, 2.264], [4.490, 1.896, 1.544], [2.761, 5.875, -2.785], [1.831, 6.182, -0.485], [1.339, 4.242, 0.881], [2.904, 1.666, -2.152], [3.428, 3.602, -3.544], [1.887, 1.282, 3.591], [0.479, 2.177, 5.367], [-1.723, 3.268, 4.770], [-2.216, 3.689, 2.395], [-0.794, 2.767, 0.611], [2.880, -1.053, 2.032], [4.852, -1.421, 3.488], [6.669, 0.236, 3.531], [6.399, 2.390, 2.351], [4.374, 2.833, 1.031], [-1.570, -0.804, 2.819], [-2.403, -0.039, 1.879], [-3.791, 0.035, 2.263], [-4.534, 1.067, 1.427], [-4.269, 0.748, -0.030], [-2.844, 0.642, -0.305], [-2.518, 0.562, -1.734], [-2.025, 0.065, 0.600], [-0.844, -0.220, 0.257], [-1.738, -0.429, 3.829], [-0.517, -0.715, 2.528], [-1.861, -1.873, 2.767], [-3.838, 0.269, 3.330], [-4.226, -0.967, 2.136], [-4.122, 2.052, 1.655], [-5.603, 1.020, 1.631], [-4.660, 1.525, -0.690], [-4.776, -0.174, -0.294], [-3.160, 1.293, -2.230], [-2.705, -0.443, -2.140], [-1.476, 0.816, -1.908]],
  "atomic_forces_ev_per_a": [[0.270, 0.257, -0.071], [-0.159, 0.103, -0.084], [0.046, -0.185, 0.473], [-0.163, 0.496, 0.194], [-0.116, -0.190, -0.365], [0.047, -0.312, 0.252], [-1.001, 0.209, -0.703], [0.542, 0.122, 0.189], [0.045, -0.334, 0.077], [0.029, -0.025, 0.454], [0.084, -0.138, -0.309], [-0.138, -0.008, -0.094], [-0.408, -0.183, 0.106], [0.513, 0.516, -0.253], [-0.067, 0.055, 0.015], [-0.363, 0.652, 0.889], [-0.131, -0.057, -0.069], [-0.042, -0.411, -0.069], [0.175, -0.477, -0.566], [-0.546, 0.335, 0.697], [-0.061, -0.109, -0.016], [-0.637, 0.515, 0.827], [0.691, -0.257, -0.792], [0.519, -0.053, -0.110], [0.224, -0.058, -0.187], [0.048, -0.082, -0.160], [0.343, -0.084, -0.106], [0.017, -0.066, -0.076], [-0.168, -0.126, 0.277], [0.019, 0.464, -0.552], [0.272, -0.448, -0.153], [0.048, -0.327, 0.378], [0.002, 0.257, 0.147], [0.339, 0.269, -0.295], [-0.491, -0.430, 0.349], [0.751, 0.126, -0.444], [0.323, -0.273, -0.420], [-0.324, 0.270, 0.468], [-0.094, 0.089, 0.586], [-0.469, 0.208, -0.128], [0.009, 0.045, 0.045], [-0.372, -0.222, -0.027], [0.405, 0.618, 0.036], [0.078, -0.070, 0.020], [0.011, 0.274, 0.333], [0.351, -0.205, 0.333], [-0.566, -0.515, -0.177], [0.173, 0.141, -0.038], [0.009, 0.017, -0.163], [-0.162, 0.059, 0.369], [0.032, -0.095, 0.086], [-0.353, 0.033, 0.229], [0.103, -0.051, 0.039], [-0.265, -0.087, -0.267], [0.408, -0.062, -0.344], [0.000, -0.153, -0.016], [0.020, -0.059, 0.121], [-0.228, -0.110, -0.018], [-0.035, -0.037, -0.256], [-0.175, 0.004, -0.157], [0.164, 0.034, -0.082], [-0.007, 0.364, -0.134], [-0.020, -0.435, -0.602], [0.520, -0.339, 0.569], [-0.449, -0.177, 0.029], [0.611, -0.265, -0.025], [-0.097, 0.363, -0.075], [-0.387, -0.262, -0.236], [-0.012, -0.104, 0.245], [0.715, 0.208, -0.254], [-0.113, -0.119, 0.010], [0.133, 0.140, -0.141], [-0.356, 0.067, 0.265], [0.152, 0.481, 0.028], [0.048, 0.113, -0.104], [-0.144, 0.070, -0.005], [-0.231, 0.075, 0.075], [0.027, 0.159, 0.045], [-0.034, 0.024, 0.121], [-0.108, -0.395, -0.153], [0.159, -0.108, -0.104], [0.032, 0.253, 0.061], [-0.020, 0.014, -0.034]]
}

***

Record 2
{
  "formula": "C4H9NO",
  "method": "ωB97M-V with the def2-TZVPD basis set",
  "total_charge": -1,
  "spin_multiplicity": 2,
  "species": ["C", "C", "N", "H", "H", "H", "H", "H", "C", "C", "O", "H", "H", "H", "H"],
  "coordinates": [[0.014, -0.093, -3.316], [-0.568, -1.987, -2.083], [-0.795, -0.667, -2.287], [-0.608, 0.637, -3.861], [0.393, -0.772, -4.101], [0.894, 0.505, -3.003], [-1.306, -2.610, -1.582], [0.294, -2.527, -2.442], [1.486, 1.271, 2.971], [0.533, 0.638, 2.313], [-0.782, 0.802, 2.652], [2.491, 1.019, 2.643], [1.369, 2.134, 3.607], [0.671, 0.081, 1.389], [-1.351, 0.877, 1.883]],
  "atomic_forces_ev_per_a": [[-0.273, 0.753, -0.300], [-0.367, 0.079, 0.448], [0.078, -0.447, -0.177], [0.075, 0.126, -0.102], [-0.056, -0.380, 0.144], [0.071, -0.167, 0.350], [-0.059, 0.218, 0.187], [0.529, -0.093, -0.409], [1.098, -0.166, -0.747], [-1.048, 0.652, -0.542], [-0.151, 0.372, 0.501], [-0.014, 0.229, 0.156], [-0.347, -0.367, 0.471], [0.334, -0.476, 0.349], [0.131, -0.333, -0.331]]
}

***

Record 3
{
  "formula": "C26H43N4PS3Sn",
  "method": "ωB97M-V with the def2-TZVPD basis set",
  "total_charge": 2,
  "species": ["Sn", "C", "C", "C", "C", "C", "H", "H", "H", "H", "H", "C", "C", "S", "C", "C", "S", "C", "C", "S", "H", "H", "H", "H", "H", "H", "H", "H", "H", "H", "H", "H", "C", "N", "C", "N", "C", "N", "C", "P", "C", "C", "H", "H", "H", "H", "H", "H", "H", "H", "H", "H", "H", "H", "H", "C", "N", "C", "C", "C", "C", "C", "C", "C", "C", "H", "H", "H", "H", "H", "H", "H", "H", "H", "H", "H", "H", "H"],
  "coordinates": [[-0.614, -1.282, 0.034], [-1.239, -5.197, -0.430], [-1.653, -4.331, -1.482], [-2.331, -3.207, -0.907], [-2.253, -3.370, 0.537], [-1.581, -4.595, 0.801], [-0.733, -6.159, -0.491], [-1.519, -4.486, -2.570], [-2.920, -2.484, -1.445], [-2.755, -2.739, 1.266], [-1.389, -5.062, 1.751], [3.076, -4.673, -2.740], [2.803, -3.430, -3.556], [1.662, -2.216, -2.719], [2.738, -0.793, -2.301], [3.630, -1.035, -1.088], [2.730, -1.231, 0.439], [3.125, -2.908, 0.989], [2.719, -4.013, -0.019], [4.007, -4.387, -1.200], [3.736, -5.342, -3.321], [2.139, -5.208, -2.542], [2.262, -3.695, -4.493], [3.743, -2.928, -3.791], [2.086, 0.075, -2.114], [3.292, -0.618, -3.226], [4.354, -0.204, -0.925], [4.243, -1.946, -1.345], [2.555, -3.004, 1.937], [4.213, -2.998, 1.238], [1.789, -3.690, -0.494], [2.488, -4.957, 0.530], [0.966, 4.740, -2.608], [-0.363, 4.216, -2.194], [-0.722, 4.786, -0.832], [0.294, 4.550, 0.161], [1.556, 5.106, -0.328], [1.987, 4.548, -1.593], [2.371, 3.134, -1.455], [0.953, 2.030, -0.899], [-0.315, 2.678, -2.145], [0.463, 3.162, 0.554], [0.810, 5.813, -2.804], [1.287, 4.234, -3.515], [-1.073, 4.509, -2.906], [-1.631, 4.344, -0.433], [-0.897, 5.865, -0.965], [2.353, 4.943, 0.441], [1.446, 6.198, -0.456], [3.172, 3.093, -0.741], [2.797, 2.748, -2.402], [-1.349, 2.366, -1.941], [-0.096, 2.327, -3.145], [1.230, 3.105, 1.374], [-0.468, 2.746, 0.951], [-2.760, -1.211, 4.369], [-2.115, 0.126, 4.163], [-1.249, 0.497, 5.348], [-1.445, 0.290, 2.842], [-2.382, 0.666, 1.748], [-3.279, 1.718, 1.869], [-4.131, 2.044, 0.802], [-4.081, 1.331, -0.411], [-3.128, 0.338, -0.539], [-2.256, 0.051, 0.501], [-3.297, -1.137, 5.299], [-1.984, -2.007, 4.388], [-3.476, -1.440, 3.554], [-2.908, 0.796, 4.202], [-0.334, -0.127, 5.374], [-1.873, 0.394, 6.239], [-0.942, 1.547, 5.223], [-0.938, -0.658, 2.628], [-0.681, 1.078, 2.987], [-3.349, 2.338, 2.789], [-4.788, 2.909, 0.914], [-4.729, 1.528, -1.249], [-3.051, -0.196, -1.481]],
  "atomic_forces_ev_per_a": [[-0.288, -2.646, -0.833], [-0.219, 0.965, -0.079], [-0.054, 0.034, 0.208], [1.294, -0.228, 0.463], [0.449, 0.606, -0.101], [0.136, 0.181, -0.883], [-0.122, 0.322, -0.265], [-0.137, 0.016, 0.903], [-0.241, -0.001, -0.053], [-0.289, -0.294, -0.078], [-0.051, 0.168, 0.231], [0.138, -0.387, 0.107], [-0.682, 0.555, -0.257], [0.106, 0.067, -0.158], [-0.252, -0.276, -0.151], [1.634, -0.181, -1.006], [0.253, -0.025, 0.536], [0.613, -0.651, 0.107], [-0.980, -0.319, 1.390], [0.210, -0.218, -0.618], [-0.360, 0.206, 0.167], [0.295, -0.002, 0.123], [0.539, 0.150, 0.520], [-0.149, 0.113, -0.127], [0.042, -0.486, -0.287], [0.300, 0.266, 0.277], [-0.475, -0.376, -0.338], [-0.575, 0.901, 0.737], [0.314, -0.079, -0.537], [-0.867, 0.203, -0.093], [0.232, -0.204, -0.181], [0.179, 0.709, -0.211], [1.328, 0.980, 0.143], [-0.865, -1.228, -0.327], [-0.187, 0.311, 1.155], [0.269, 0.592, -0.772], [0.867, 0.832, 0.892], [-0.743, -0.415, -0.561], [-0.387, -0.164, -0.927], [-0.067, 0.652, 0.386], [-0.451, 0.721, 0.498], [0.199, -0.818, -0.017], [0.250, -0.293, 0.058], [-0.210, 0.027, -0.141], [0.599, -0.257, 0.755], [-0.317, -0.244, -0.593], [0.253, -0.327, -0.019], [-0.654, 0.101, -0.665], [-0.060, -0.410, 0.093], [0.348, -0.218, 0.501], [-0.277, 0.270, 0.329], [0.340, -0.137, 0.313], [0.290, -0.038, -0.227], [-0.605, -0.025, -0.871], [-0.099, 0.215, 0.068], [0.177, -0.680, -0.785], [-0.799, 0.374, 0.772], [0.380, 0.190, -0.410], [0.875, 0.378, 0.321], [-0.341, 0.346, -1.034], [-0.737, 0.669, 0.257], [0.095, 0.252, -0.197], [0.195, 0.294, 0.900], [0.031, 0.405, -0.018], [-0.102, -0.731, 0.486], [-0.117, -0.295, 0.316], [-0.443, 0.630, 0.136], [0.497, 0.367, 0.356], [0.544, -0.310, -0.260], [-0.741, 0.152, 0.024], [0.356, -0.093, -0.060], [-0.180, -0.396, 0.074], [-0.013, 0.198, 0.160], [-0.225, -0.407, -0.032], [0.019, -0.433, -0.590], [0.025, -0.401, -0.042], [-0.326, 0.288, 0.053], [0.016, -0.014, -0.011]]
}

***

Number 1: largest force on an atom 1.2 eV/A, calculated total energy -3806.4581 a.u.. Number 2: largest force on an atom 1.3 eV/A, calculated total energy -287.6775 a.u.. Number 3: largest force on an atom 2.8 eV/A, calculated total energy -2985.0756 a.u..